1.
ORCA calculation (ωB97M-V/def2-TZVPD) on a cluster of 19 separate species, C35H105BF3N2O21 in total at a distorted geometry.

Geometry as XYZ:
```
167
Properties=species:S:1:pos:R:3:lowdin_charge:R:1
H -5.06730 -2.97167 -2.72075 0.08
H 4.18430 -1.37036 -5.68968 0.08
N -0.01347 0.79136 -0.72528 0.26
H -1.96400 3.77159 4.86384 0.04
H -1.34971 4.76918 8.75791 0.06
H -2.39486 -6.47621 -4.49776 0.07
H 0.68920 -3.82203 -6.99657 0.06
H 0.75554 -9.02951 -4.95492 0.06
O -0.47960 -1.59267 1.27375 0.03
H 5.22082 -6.62141 -1.47167 0.08
C -0.51489 12.65364 4.69630 -0.15
H -2.26182 -0.16036 0.54785 0.15
O -2.12351 -2.87233 -2.69169 0.21
C -2.63972 3.54785 -2.45720 -0.18
H -0.20719 3.51123 3.46929 0.09
H 4.43459 9.05335 9.72658 0.07
H 0.26388 -1.26071 0.77235 0.10
H 1.97250 -15.26072 -1.52394 0.08
H 2.29277 13.25965 5.97672 0.05
H -2.11864 5.50778 4.56600 0.07
O 0.54524 13.48118 4.22048 -0.13
C -0.82785 6.64619 8.75377 -0.14
H -1.47548 4.32663 0.38160 0.08
C 4.05192 -2.30828 -6.23627 -0.15
H 1.63169 -7.00105 -4.27149 0.05
H 3.76226 -3.09645 -5.53398 0.07
F -3.35273 -3.47455 0.94433 0.14
O 4.31890 9.58382 8.93694 -0.14
H 2.47890 9.65075 7.33980 0.07
H 1.38721 -4.88162 -2.91855 0.08
C 6.17711 -9.78422 -2.46040 -0.16
C -3.75478 1.45929 -1.48983 -0.15
H -3.06691 1.64176 -0.67501 0.11
H -2.80757 3.79837 -1.42319 0.09
C -2.49596 -1.08996 0.06643 0.00
H -0.89744 -2.47490 -0.47313 0.14
H 2.62768 -10.91234 -5.71966 0.09
C 0.66513 -4.16253 -8.03869 -0.17
H -3.32751 -8.48126 -5.20856 0.07
H 1.58591 -12.16181 -4.06582 0.05
O 3.09493 -2.16842 -7.28298 -0.13
O 1.35137 -14.31045 -3.27488 -0.13
H -0.04537 6.54346 9.51010 0.08
H -1.73055 0.22072 4.74573 0.07
C -6.06881 -5.50361 -5.04243 -0.13
C -4.49127 -3.04739 -1.81174 0.06
H 5.27840 11.08366 7.95395 0.05
C 2.51506 4.87408 -4.45693 -0.15
C -0.78242 0.22325 -1.46384 -0.26
H -0.74899 11.85877 3.98280 0.08
H -1.96877 5.38218 2.32600 0.10
H -4.55581 -4.30630 -4.83393 0.06
O 1.79141 -11.24625 -3.84801 -0.14
O -3.52622 0.45404 9.02922 -0.13
H 3.66594 -5.88383 -1.00775 0.07
H 4.61362 -5.20945 -2.35058 0.08
H 4.99683 -2.58088 -6.69568 0.08
H 6.40396 -8.84460 -2.95695 0.08
H 5.45944 11.14941 9.71732 0.08
C -4.42577 -0.62942 8.80531 -0.16
H 5.83536 -11.60549 -3.03665 0.07
H 1.43667 -6.46221 -5.95063 0.07
C 0.67530 -4.26113 -2.37294 -0.09
C -2.01941 -3.37385 1.12842 -0.53
H 6.99471 -10.02794 -1.77774 0.08
H 6.36894 9.93988 8.76922 0.08
H 3.38397 -7.75756 -2.36129 0.07
C -0.49586 4.84785 -2.00982 -0.19
H -1.45172 -7.24514 -5.80329 0.05
H 0.52104 -3.33050 -2.91373 0.09
H 1.07583 -4.04082 -1.37819 0.09
O -1.61195 -0.50119 -2.15540 0.09
H -3.86478 -1.41932 8.31334 0.07
H -4.82416 -1.01505 9.74627 0.08
H -5.84368 -5.75242 -6.07921 0.08
H 3.13666 -9.81424 -4.41587 0.06
H 1.63306 -4.59589 -8.29587 0.08
C -3.22047 2.15603 -2.73639 -0.19
O -1.58939 1.88544 5.90565 -0.13
H 0.51613 -14.05264 -2.88019 0.08
H 2.25369 3.81166 -4.43239 0.08
H -0.40664 6.10795 2.16564 0.10
H 2.91517 13.58803 7.60954 0.08
C 1.61620 -7.32751 -5.31596 -0.14
F -1.48206 -4.51632 0.61923 0.14
H -0.41415 3.31966 1.30377 0.09
H -1.71031 -3.71286 -2.40389 0.08
O -1.06405 5.39731 8.09390 -0.14
C 1.63159 10.14050 7.80719 -0.14
O 3.63810 -6.94357 -2.79882 -0.14
H -2.58488 -5.92952 -6.18324 0.08
H 2.86229 5.17638 -3.47426 0.07
C -2.41242 -6.79649 -5.54756 -0.15
H 5.25232 -9.66784 -1.88499 0.07
H 3.77229 -11.46319 -4.46770 0.07
C 2.29579 -14.48142 -2.21679 -0.15
C -0.42980 4.55887 3.58578 -0.24
H -4.30026 -4.08624 -1.61495 0.09
O 0.57254 -8.27617 -5.52647 -0.13
N -2.76016 -0.91778 -1.39607 -0.05
H 2.25870 -1.92638 -6.88404 0.06
C -0.60903 4.34088 1.02083 -0.21
H -1.11516 3.98597 -3.84252 0.10
H -4.06019 2.26360 -3.40485 0.12
O -5.50324 -4.22986 -4.70393 -0.14
B -3.12141 -2.36986 -1.98489 -0.50
H -0.88851 4.84661 5.64905 0.05
H 1.72547 11.22290 7.68529 0.06
H 2.44397 -13.54838 -1.66661 0.07
H 3.23685 -14.78050 -2.66882 0.08
H -1.74201 7.01542 9.22519 0.08
O -3.48120 -7.71801 -5.76684 -0.12
H -5.07771 -2.68813 -0.98472 0.07
H 2.58478 -7.75686 -5.58045 0.08
H 4.39948 12.38862 5.52220 0.08
H -0.99445 -0.06286 6.33193 0.08
H -0.50292 7.36352 8.00613 0.06
H 0.51165 5.96235 0.25034 0.11
H -3.43229 -1.39260 0.49667 0.15
C 0.59029 4.88999 0.26665 -0.21
H -0.18988 5.58776 -2.72627 0.09
O 1.37023 5.66458 -4.77631 -0.13
H -2.75465 0.19246 6.20050 0.07
C 0.72253 4.45431 -1.18187 -0.20
C -3.96089 -0.03403 -1.67231 -0.06
H 0.48189 -3.30936 -8.68534 0.08
H -1.41798 13.23696 4.88939 0.08
C -1.43375 -2.13917 0.39616 -0.22
C 5.42530 10.48705 8.84832 -0.14
O -0.59212 -4.92176 -2.27410 -0.13
H -7.14530 -5.44067 -4.91563 0.08
H 3.59100 14.45418 6.21489 0.08
C 2.89778 -10.84626 -4.66209 -0.14
H -0.23355 -5.84667 -7.67725 0.05
H -4.68973 1.90887 -1.22105 0.13
H -4.01587 1.15299 9.46509 0.07
H -1.63004 2.11193 6.83761 0.08
H 3.31726 5.03668 -5.18045 0.08
C -1.16636 3.71380 -2.80345 -0.18
O 6.03222 -10.77490 -3.47259 -0.12
O 4.16034 12.46405 6.44678 -0.14
H 0.25800 13.88298 3.39965 0.07
H -0.18376 12.20446 5.62966 0.06
C 4.32302 -6.12764 -1.84827 -0.14
H 1.06727 5.39734 -5.64512 0.07
O -0.39485 -5.09193 -8.24676 -0.12
H 1.62527 9.90317 8.86400 0.07
C -1.77888 0.48124 5.79943 -0.15
C -1.43187 4.69665 4.73585 -0.10
H -4.74081 -0.37426 -1.02813 0.13
H 0.48341 5.03789 3.89576 0.10
C 3.18226 13.50154 6.55970 -0.14
H -3.18972 4.25090 -3.05530 0.11
O 0.39303 9.67570 7.24185 -0.14
H 0.98488 3.41267 -1.27411 0.09
H -5.25616 -0.32986 8.16010 0.08
H 0.40612 9.88413 6.30746 0.05
H -5.67053 -6.28347 -4.39185 0.07
F -1.77763 -3.33033 2.43289 0.19
H -4.21669 -0.21332 -2.70082 0.15
H -2.50875 1.52528 -3.24145 0.10
H -1.22251 5.32221 -1.37636 0.10
H -0.45950 -5.74666 -1.80167 0.11
H 1.56040 5.00093 -1.57987 0.09
H -0.62597 2.78992 -2.67108 0.08
C -0.91340 5.16659 2.27377 -0.20
H 1.46282 4.60373 0.83171 0.12
```

The gap between HOMO and LUMO comes out at 7.806 eV. As for the net charge: +1. As for the relative energy (zero: lowest compared OMol25 entry of this formula, charge and spin): 0.0 kJ/mol. The calculation puts the HOMO energy at -10.9 eV. Its spin multiplicity is 1.

***

2.
ORCA calculation (ωB97M-V/def2-TZVPD) on a cluster of 17 separate species, C35H110N28O17 in total at a distorted geometry.

Geometry as XYZ:
```
190
Properties=species:S:1:pos:R:3:lowdin_charge:R:1
H -0.23580 -4.21524 3.07062 0.08
C 1.30977 1.14324 1.16521 -0.13
H 0.83089 0.16157 -3.18554 0.02
H -0.94823 0.18397 2.71089 0.04
H -6.10368 -2.50939 2.19474 0.07
H 4.84562 -2.26312 -1.45064 0.10
N -5.60285 1.96747 0.90731 0.15
N -3.52790 -1.54362 -0.29594 0.20
N 4.47872 -3.03545 -0.93160 0.16
H 1.86841 1.81131 -4.31625 0.08
N 0.02939 4.38785 -1.64714 0.17
C 0.35757 0.21187 -0.69240 -0.18
C -4.85468 2.12088 -0.25755 -0.61
N 1.13299 -0.76158 -2.86519 0.04
H 1.81859 3.46967 6.83464 0.13
H 1.16505 -3.00963 -1.59661 0.07
H 5.01269 -0.21044 0.31009 0.04
H -3.72281 1.91950 3.75434 0.06
C -5.60439 6.58624 4.54931 -0.12
H -6.72252 -0.54473 3.43832 0.07
H -2.84140 2.37894 -0.78076 0.07
O -4.84085 5.42589 4.70953 -0.18
H 2.30496 -6.03892 -2.50899 0.08
O -0.27828 -3.50324 -4.66748 -0.22
N -2.32163 -3.43858 -1.07048 0.19
H 4.34550 4.48225 -0.59312 0.11
O 2.25716 -1.46950 -7.86154 0.00
H -6.29576 6.79291 5.36262 0.09
H 1.66925 -4.96249 2.49988 0.04
H -2.91506 3.87669 4.92861 0.13
C -3.43838 -1.50982 4.03716 -0.18
C 0.16155 -4.75450 -4.19198 -0.11
H 1.40015 -1.53751 5.94530 0.06
H -1.33263 6.44396 -1.61648 0.09
C 2.88663 2.74186 -2.91001 -0.44
O 2.41169 -3.72561 3.84627 -0.06
N 1.59671 2.28341 -3.44065 0.05
H 1.27393 -1.61245 -4.79987 0.04
H 3.92799 3.85623 -6.96520 0.09
N 0.75310 -8.37557 -0.81436 0.15
C 3.86432 1.58807 -2.76004 -0.04
H 0.70890 0.55996 1.88280 0.05
C -4.68731 -1.33859 3.18085 -0.45
H 0.10080 1.13312 -1.21667 0.12
H -5.20994 2.21009 1.81080 0.04
H -0.60564 4.56414 5.35313 0.08
O -0.25264 -5.52566 0.13493 -0.06
N 1.42800 -5.54452 1.70860 0.16
C 2.93999 1.13529 5.96833 -0.06
C 2.48916 4.41155 0.34990 -0.51
C -0.92334 4.71290 -2.59571 -0.60
N 1.68069 -6.50242 -1.87959 0.14
H -4.96700 2.98411 3.97239 0.09
H 3.02099 5.10671 -1.52882 0.09
H -0.76892 -3.19287 -7.16199 0.06
H -1.15968 4.47392 3.36641 0.03
H 3.31862 1.46215 4.99783 0.08
N -5.22114 -2.60282 2.69271 0.04
H 6.83382 -0.24237 1.67177 0.07
H 4.39693 4.24185 -3.28434 0.13
H 0.07759 3.06216 6.70761 0.12
H 2.71606 4.71486 -3.73658 0.12
C -3.20420 3.96668 3.87562 -0.39
H 0.75901 -9.34951 -0.60991 0.09
H 1.01255 3.04112 -3.81168 0.06
H 3.34377 0.95825 -2.01831 0.05
O 5.86656 2.77829 1.28658 -0.05
H -0.86235 -4.82260 -7.23795 0.05
H -1.60879 2.82397 2.89989 0.07
H 0.58528 1.42572 4.44828 0.07
H -3.97508 2.14152 -2.60631 0.06
N -1.46148 5.98848 -2.49472 0.16
H -2.68755 2.69091 -3.69046 0.06
H 4.02035 1.21386 0.20090 0.06
C -1.67752 -3.42946 -4.79159 -0.20
O 1.11463 3.46385 5.00871 -0.22
H 0.78134 2.06126 0.88689 0.09
O -5.36390 1.96138 -1.37647 0.00
O 4.99151 -1.91965 1.06008 -0.06
H 2.66459 3.10486 -1.90180 0.08
H 2.14140 -0.64109 -2.76370 0.07
N 3.90410 -4.01360 1.14005 0.17
C 1.07301 2.86607 6.29900 -0.20
C 0.40904 4.71753 4.98541 -0.09
H 1.01877 5.40914 5.58553 0.10
C -2.63628 -5.49528 -5.81867 -0.08
H -4.53441 -0.71138 2.28478 0.11
H -4.43849 5.17417 2.62979 0.14
O -3.09743 -0.37374 -2.93219 -0.05
H 0.59579 3.56355 -1.64972 0.06
H 3.98995 -4.06662 2.14324 0.09
O 1.34794 4.98608 0.38116 -0.06
H 2.12236 -1.97175 -0.61692 0.05
N 1.91319 -3.36058 -6.57179 0.16
H 2.49283 -1.43295 2.63314 0.09
H -3.11957 -5.61622 -4.84528 0.08
H 3.18346 0.07764 6.05221 0.06
H 1.07630 -5.86687 -1.37833 0.04
H -0.39481 -0.08540 0.05285 0.12
H 1.23338 -4.76258 -3.99284 0.07
N 1.74709 -2.43113 5.64370 0.16
H 0.05161 -7.73225 -0.47325 0.07
N -1.41854 -3.97484 -7.23955 0.05
O 1.56864 0.42633 0.00185 -0.19
C -2.60354 0.70117 -3.40201 -0.55
H -0.92436 -1.50458 3.20960 0.09
O 2.43091 -8.62760 -2.34108 0.02
H -0.55698 -1.25641 -1.92494 0.11
H 3.78168 -4.80479 0.54706 0.08
C 1.95055 -1.98941 -6.78595 -0.65
O -1.15851 4.00347 -3.58274 -0.03
N -1.36388 0.75363 -4.04055 0.17
H 0.42946 5.11853 3.97461 0.08
H -3.24566 -3.57928 -6.36585 0.13
C -5.75479 -0.56610 3.94942 -0.07
C 0.13147 -5.25462 1.29387 -0.58
N 1.52814 -1.24280 -5.70366 0.15
C -3.95590 5.25363 3.61156 -0.21
H -3.21442 6.07035 3.63249 0.14
H 4.01688 -3.76953 -1.42319 0.08
H 4.76884 1.81891 -2.20203 0.07
C 3.78266 4.39004 -6.02903 -0.09
N 3.10633 3.85369 1.48158 0.18
C -1.58077 -0.69336 2.85146 -0.11
C 3.45037 3.89489 -3.72863 -0.23
H -0.35624 -5.03757 -3.27102 0.09
N -0.58135 -4.46516 2.16916 0.18
H 2.58818 3.79155 2.34042 0.10
N -4.08517 2.82775 3.47436 0.04
H 4.57673 5.11819 -5.83221 0.09
H -6.57403 1.74602 0.83223 0.10
C 2.15577 -2.56891 4.31749 -0.55
H -0.87861 -0.12306 -4.06727 0.06
H -5.51139 0.46953 4.18693 0.06
O -2.54414 -0.41881 3.84965 -0.19
O 3.72754 3.38733 -5.01814 -0.19
H 2.32452 -3.96413 -7.25305 0.10
H -2.12077 -2.98138 -1.94088 0.06
H -3.40421 -1.22676 -1.24640 0.04
C 1.46577 1.41165 6.22547 -0.40
H 2.21109 1.33670 1.74526 0.07
N 2.19916 -1.37502 3.59323 0.18
C 4.48611 -2.93680 0.46801 -0.54
N 3.35886 4.55290 -0.76852 0.14
H -2.17320 -3.84408 -3.90166 0.10
H -6.11436 6.63484 3.58469 0.09
C 5.79206 1.51627 1.24008 -0.54
H -1.97596 -0.98620 1.87177 0.07
H -1.71094 -4.19556 -0.75616 0.07
H 3.51260 1.62975 6.76034 0.08
H 4.00002 1.05383 -3.69587 0.09
H 2.06733 -5.96919 1.08012 0.07
H -5.94060 -1.12493 4.87282 0.08
H -1.77643 -6.16478 -5.91470 0.07
H 1.49502 -0.26259 -5.90369 0.08
H 2.81597 4.91024 -6.09255 0.09
H -4.58247 -2.97820 1.96716 0.04
H -2.24676 4.18271 1.97465 0.08
H 0.24211 5.08826 -0.95671 0.04
C -2.29810 -4.01371 -6.04873 -0.39
N -3.11539 1.96049 -3.14237 0.16
H -3.98279 -0.96038 0.36937 0.07
H -1.93611 -2.36721 -4.72223 0.12
N -3.50620 2.38632 -0.03137 0.18
C -2.94968 -2.77438 -0.01399 -0.52
O -2.87393 -3.23566 1.17488 -0.08
N 4.93208 0.80557 0.35521 0.16
C 0.45187 -1.00511 -1.59349 -0.40
H -0.34049 0.77485 5.56777 0.09
H 1.28401 1.03288 7.23919 0.14
C -1.96188 3.85033 2.97402 -0.05
H 7.42782 1.23998 2.44766 0.09
N 6.78476 0.73125 1.87557 0.16
H -1.38994 -3.97961 1.76444 0.05
C 1.69396 -7.88300 -1.72529 -0.65
H 1.40607 -3.76842 -5.80366 0.04
H -4.92482 7.45670 4.59725 0.09
H 1.66102 -0.58700 3.97319 0.04
H -2.04482 6.28683 -3.24496 0.10
H -3.35428 -5.89721 -6.54042 0.08
C 1.08641 -2.17756 -0.88631 -0.04
H 0.52881 -2.49287 -0.00527 0.08
H 1.68351 -3.16577 6.31172 0.10
H 0.01340 -5.53894 -4.94330 0.09
H -3.70526 -1.62772 5.08809 0.13
H -3.25398 2.60576 0.91486 0.05
N 0.61553 0.71735 5.19609 0.05
H 4.00530 3.42176 1.33069 0.04
H -0.98973 1.64273 -4.30669 0.07
H -2.96762 -2.46162 3.75352 0.12
```

The gap between HOMO and LUMO comes out at 9.001 eV. As for the relative energy (zero: lowest compared OMol25 entry of this formula, charge and spin): 0.0 kJ/mol. The calculation puts the HOMO energy at -8.9 eV. Its spin multiplicity is 1.